The following is a DFT calculation (ωB97M-V with the def2-TZVPD basis set) of 2 unconnected molecules or ions with the total composition C21H24N6O7.

Last columns: bonded neighbours and bond lengths (Å).
Element x y z (Å)
1 O -2.797 2.271 -0.917  N2 1.247
2 N -1.730 2.005 -0.330  O1 1.247, O3 1.273, C4 1.460
3 O -1.703 1.702 0.907  N2 1.273
4 C -0.455 2.168 -1.022  N2 1.460, C5 1.416, C16 1.414
5 C -0.361 3.326 -1.832  C4 1.416, C6 1.393, H17 1.088
6 C 0.884 3.843 -2.183  C5 1.393, N7 1.454, C10 1.455
7 N 0.910 5.045 -3.001  C6 1.454, O8 1.244, O9 1.256
8 O 1.986 5.582 -3.323  N7 1.244
9 O -0.205 5.497 -3.358  N7 1.256
10 C 2.075 3.102 -1.800  C6 1.455, N11 1.360, C15 1.406
11 N 3.392 3.401 -1.963  C10 1.360, O12 1.383
12 O 4.068 2.269 -1.546  N11 1.383, N13 1.412
13 N 3.164 1.267 -1.130  O12 1.412, O14 1.224, C15 1.400
14 O 3.556 0.145 -0.837  N13 1.224
15 C 1.887 1.834 -1.220  C10 1.406, N13 1.400, C16 1.392
16 C 0.662 1.335 -0.787  C4 1.414, C15 1.392, H18 1.083
17 H -1.279 3.832 -2.119  C5 1.088
18 H 0.646 0.305 -0.453  C16 1.083
19 C -0.919 -2.756 3.834  N20 1.444, H37 1.095, H38 1.100, H39 1.096
20 N -0.757 -2.054 2.583  C19 1.444, C21 1.371, C32 1.443
21 C -1.580 -2.324 1.521  N20 1.371, O22 1.228, C23 1.515
22 O -2.409 -3.227 1.443  C21 1.228
23 C -1.297 -1.280 0.459  C21 1.515, C24 1.542, N31 1.465, H40 1.104
24 C -0.944 -1.901 -0.908  C23 1.542, C25 1.509, H41 1.100, H42 1.106
25 C -1.691 -1.226 -2.032  C24 1.509, C26 1.401, C30 1.400
26 C -3.075 -1.048 -1.906  C25 1.401, C27 1.394, H43 1.094
27 C -3.773 -0.304 -2.856  C26 1.394, C28 1.402, H44 1.092
28 C -3.114 0.174 -3.997  C27 1.402, C29 1.402, H45 1.090
29 C -1.744 -0.074 -4.161  C28 1.402, C30 1.397, H46 1.089
30 C -1.036 -0.780 -3.185  C25 1.400, C29 1.397, H47 1.092
31 N -0.210 -0.471 1.015  C23 1.465, C32 1.467, H48 1.043
32 C 0.089 -0.901 2.385  N20 1.443, N31 1.467, C33 1.555, H49 1.112
33 C 1.615 -1.129 2.578  C32 1.555, C34 1.530, C35 1.523, C36 1.519
34 C 2.057 -2.332 1.742  C33 1.530, H50 1.097, H51 1.098, H52 1.099
35 C 1.920 -1.344 4.055  C33 1.523, H53 1.099, H54 1.095, H55 1.099
36 C 2.325 0.136 2.131  C33 1.519, H56 1.100, H57 1.100, H58 1.093
37 H -1.932 -3.171 3.866  C19 1.095
38 H -0.196 -3.580 3.926  C19 1.100
39 H -0.772 -2.066 4.672  C19 1.096
40 H -2.192 -0.637 0.391  C23 1.104
41 H 0.143 -1.849 -1.067  C24 1.100
42 H -1.243 -2.964 -0.856  C24 1.106
43 H -3.587 -1.474 -1.038  C26 1.094
44 H -4.832 -0.091 -2.694  C27 1.092
45 H -3.666 0.737 -4.750  C28 1.090
46 H -1.222 0.288 -5.045  C29 1.089
47 H 0.032 -0.982 -3.293  C30 1.092
48 H -0.572 0.505 1.076  N31 1.043
49 H -0.219 -0.099 3.090  C32 1.112
50 H 1.933 -2.134 0.670  C34 1.097
51 H 3.123 -2.525 1.924  C34 1.098
52 H 1.490 -3.234 2.013  C34 1.099
53 H 1.581 -0.483 4.648  C35 1.099
54 H 1.454 -2.252 4.452  C35 1.095
55 H 3.007 -1.435 4.186  C35 1.099
56 H 2.005 0.993 2.741  C36 1.100
57 H 3.415 0.013 2.216  C36 1.100
58 H 2.095 0.353 1.084  C36 1.093

The multiplicity is 1. The calculation puts the frontier orbital gap at 6.451 eV. The value obtained for the lowest unoccupied orbital energy is -2.73 eV. Its structure (SMILES) is O=[N+]([O-])c1cc([N+](=O)[O-])c2no[n+]([O-])c2c1.CN1C(=O)[C@H](Cc2ccccc2)N[C@@H]1C(C)(C)C.